Record 1
{
  "formula": "C23H21Br4F4N4O2Ru",
  "method": "the ωB97M-V functional and the def2-TZVPD basis",
  "symbols": ["Ru", "Br", "Br", "Br", "Br", "F", "F", "F", "F", "O", "O", "N", "N", "N", "N", "C", "C", "C", "C", "C", "C", "C", "C", "C", "C", "C", "C", "C", "C", "C", "C", "C", "C", "C", "C", "C", "C", "C", "H", "H", "H", "H", "H", "H", "H", "H", "H", "H", "H", "H", "H", "H", "H", "H", "H", "H", "H", "H", "H"],
  "coordinates": [[-0.192329, -0.152939, 0.077820], [3.313589, 0.570780, -3.736249], [0.528933, 4.784726, 0.481987], [2.802850, 5.910133, -1.718828], [4.233621, 3.807529, -3.791510], [-2.374811, -0.222284, -4.709670], [-3.648389, 2.942906, -0.497253], [-1.473796, -0.881607, -2.314127], [-4.526264, 3.542592, -2.899739], [0.150448, 1.808485, 0.038836], [1.098710, 0.246309, -1.624490], [1.109876, -1.835694, 0.118728], [-0.573591, 0.018865, 2.163065], [2.571836, -5.707906, -0.112629], [-1.968731, 0.640251, -0.057819], [2.207264, -2.205448, 0.794581], [-1.028477, -2.455047, 2.450157], [2.103669, -4.448929, -0.052958], [2.576809, 1.863881, -2.609722], [1.724605, 1.053266, 2.534694], [-0.290335, -1.215253, 2.946162], [0.524912, -2.761034, -0.669612], [-3.772347, 2.450766, -2.773093], [-2.484820, 1.014819, -1.287608], [1.554663, 1.421156, -1.714822], [-2.190246, 0.261959, -2.435620], [-2.674118, 0.582090, -3.687009], [1.364514, 3.686433, -0.785856], [-2.017480, 0.336405, 2.277787], [2.303656, 4.114968, -1.684628], [0.992575, 2.321992, -0.781044], [0.221247, 1.148121, 2.737198], [0.966715, -4.052461, -0.777590], [2.733810, -3.468324, 0.735648], [2.930504, 3.183032, -2.608994], [-3.312059, 2.123788, -1.508155], [-2.464042, 1.240870, 1.168465], [-3.465583, 1.695069, -3.885219], [2.165437, 2.030891, 2.726996], [-0.146525, 2.065692, 2.287056], [-0.001447, 1.184487, 3.808682], [-3.828849, 1.962400, -4.866113], [-0.396945, -3.335404, 2.562229], [-0.344193, -2.442879, -1.235244], [0.783900, -1.376180, 2.900615], [-2.227131, 0.771393, 3.260235], [-1.947884, -2.634892, 3.003575], [0.449650, -4.746522, -1.425316], [-2.569236, -0.597840, 2.191610], [2.114715, -6.402611, -0.675181], [3.400939, -5.978828, 0.384356], [-3.554401, 1.282910, 1.190201], [2.194137, 0.342822, 3.215247], [-0.546981, -1.016340, 3.991725], [2.682774, -1.440845, 1.394665], [-2.096714, 2.267882, 1.285406], [3.628798, -3.700996, 1.295370], [1.973766, 0.775051, 1.509725], [-1.291200, -2.374455, 1.393276]],
  "forces_ev_per_a": [[0.9, 3.9, -1.3], [0.0, 0.0, 0.0], [0.0, 0.1, 0.0], [0.0, 0.1, 0.0], [0.0, 0.0, -0.1], [0.0, 0.0, 0.0], [0.0, 0.0, -0.1], [-0.1, 0.1, 0.0], [0.0, 0.0, 0.0], [0.8, -0.9, 1.0], [-0.6, -1.4, 0.3], [-0.5, -0.3, 0.1], [-0.1, -0.4, -0.2], [0.0, 0.0, 0.0], [-0.8, -1.5, -0.1], [0.0, 0.1, 0.1], [0.0, 0.0, 0.0], [0.0, 0.0, 0.0], [-0.2, -0.2, 0.1], [0.0, -0.1, 0.0], [0.1, -0.1, 0.0], [0.2, -0.2, 0.0], [0.0, 0.0, 0.0], [0.1, -0.1, 0.1], [0.2, 0.4, 0.0], [-0.1, -0.2, 0.0], [0.0, 0.0, 0.1], [-0.1, 0.0, 0.1], [-0.2, 0.0, 0.4], [0.2, -0.3, -0.2], [0.0, 0.4, -0.5], [0.0, 0.1, 0.1], [0.0, 0.0, 0.0], [0.0, 0.0, 0.0], [-0.2, 0.3, 0.3], [0.1, 0.2, 0.0], [0.0, 0.2, -0.2], [0.0, 0.0, 0.1], [0.0, 0.0, 0.0], [0.0, 0.0, 0.0], [-0.1, 0.0, 0.0], [0.0, 0.0, 0.0], [0.0, 0.0, 0.0], [0.0, 0.0, -0.1], [0.0, 0.0, 0.0], [0.0, 0.0, 0.0], [0.0, 0.0, 0.0], [0.0, 0.0, 0.0], [0.0, 0.0, 0.0], [0.0, 0.0, 0.0], [0.0, 0.0, 0.0], [0.0, 0.0, -0.1], [0.0, 0.0, 0.0], [0.0, 0.0, 0.0], [0.0, 0.0, 0.0], [0.1, 0.0, 0.0], [0.0, 0.0, 0.0], [0.0, 0.1, 0.0], [0.0, 0.0, 0.0]],
  "homo_lumo_gap_ev": [4.83, 4.83],
  "total_charge": 1,
  "multiplicity": 1
}


Record 2
{
  "formula": "C23H21Cl2N3O7Pd",
  "method": "the ωB97M-V functional and the def2-TZVPD basis",
  "symbols": ["Pd", "Cl", "Cl", "O", "O", "O", "O", "O", "O", "O", "N", "N", "N", "C", "C", "C", "C", "C", "C", "C", "C", "C", "C", "C", "C", "C", "C", "C", "C", "C", "C", "C", "C", "C", "C", "C", "H", "H", "H", "H", "H", "H", "H", "H", "H", "H", "H", "H", "H", "H", "H", "H", "H", "H", "H", "H", "H"],
  "coordinates": [[-0.156522, -0.195800, -1.498388], [-0.757741, 2.085148, 4.291297], [3.694601, -0.978114, 3.739196], [-1.794408, -0.401119, -0.371589], [1.448058, -0.054761, -2.592931], [-0.023541, 0.358702, 0.695212], [2.615038, 1.162737, -4.037376], [-0.731963, -2.045788, -2.530999], [0.720890, 4.871495, -5.687544], [2.324639, 3.349599, -5.468895], [-1.481505, 2.623719, -3.007629], [-0.620097, 1.631267, -2.775184], [0.812428, -0.394330, 3.378400], [2.877687, 0.435301, 4.335240], [-1.539372, -2.350046, -4.752706], [-0.798889, -1.803301, 1.378940], [2.996639, 2.512923, 5.509592], [-1.904335, -1.817695, -3.371328], [0.916277, 1.754162, 4.590935], [-0.386657, -0.983692, 3.774702], [1.505095, 0.584505, 4.106142], [-2.770968, -2.213266, 4.594639], [-0.982072, 3.526621, -3.872954], [-0.781127, -0.964196, 5.111764], [-1.962221, -1.561389, 5.514985], [1.132328, 3.857074, -5.187777], [-1.179759, -1.653441, 2.841599], [1.641569, 2.698962, 5.299094], [0.452823, 1.908492, -3.491865], [0.294083, -2.699581, -3.321920], [-2.360310, -2.254489, 3.272474], [-0.010288, -2.298201, -4.746842], [-0.887367, -0.539902, 0.568323], [3.623834, 1.381488, 5.015542], [0.274484, 3.097336, -4.229270], [1.599728, 0.967201, -3.388110], [1.260709, -2.367360, -2.955600], [3.567134, 3.257275, 6.049220], [-2.966524, -2.778558, 2.541214], [0.219421, -2.184336, 1.265059], [-1.878351, -3.380466, -4.870581], [-1.987451, -1.751141, -5.544182], [-2.368199, 2.631951, -2.530623], [-2.750161, -2.324424, -2.912195], [2.468410, 2.485340, -5.001676], [-2.249551, -1.517506, 6.558217], [1.137899, 3.586254, 5.657345], [-2.105030, -0.748765, -3.389449], [0.349993, -1.284708, -4.931969], [-3.690848, -2.693243, 4.900086], [-1.524514, 4.401485, -4.190831], [-1.475875, -2.529624, 0.933498], [0.443551, -2.968864, -5.474653], [0.194326, -3.778121, -3.179760], [4.682116, 1.217632, 5.162171], [-0.153228, -0.459329, 5.836526], [1.025103, -0.411086, 2.393420]],
  "forces_ev_per_a": [[-0.9, 0.0, -0.6], [0.0, 0.0, -0.1], [-0.1, 0.1, 0.0], [0.6, -0.4, 0.6], [0.7, 0.6, -0.4], [0.3, -0.1, 0.2], [0.1, 0.0, -0.2], [0.0, 0.0, -0.3], [0.0, 0.1, 0.0], [-0.3, 0.1, 0.0], [0.1, 0.0, -0.1], [-0.2, 0.3, 0.0], [-0.2, 0.0, 0.1], [0.1, 0.0, 0.0], [0.0, 0.0, 0.0], [-0.4, -0.2, 0.2], [0.0, 0.0, 0.0], [0.1, -0.2, 0.0], [-0.1, 0.1, 0.1], [0.4, 0.2, 0.0], [0.0, -0.2, 0.0], [0.1, 0.0, 0.0], [-0.2, 0.0, 0.0], [-0.1, 0.0, 0.2], [0.0, 0.0, 0.0], [0.1, -0.2, -0.1], [-0.3, -0.2, -0.2], [0.0, 0.0, 0.0], [0.0, -0.1, -0.1], [0.0, 0.0, 0.0], [0.0, 0.0, 0.0], [0.0, 0.0, 0.0], [-0.4, 0.5, 0.1], [0.0, 0.0, 0.0], [0.1, 0.1, 0.0], [0.1, -0.6, 0.4], [0.0, 0.0, 0.0], [0.0, 0.0, 0.0], [0.0, 0.0, 0.0], [0.1, 0.0, 0.1], [0.0, 0.0, 0.0], [0.0, 0.0, 0.0], [0.0, 0.0, 0.0], [0.0, 0.0, 0.0], [0.2, 0.0, 0.2], [0.0, 0.0, 0.0], [0.0, 0.0, 0.0], [0.0, 0.1, 0.0], [0.0, 0.0, 0.0], [0.0, 0.0, 0.0], [0.0, 0.0, 0.0], [0.1, 0.0, 0.0], [0.0, 0.0, 0.0], [0.0, 0.0, 0.0], [0.0, 0.0, 0.0], [0.0, 0.0, 0.0], [-0.1, 0.1, -0.1]],
  "homo_lumo_gap_ev": 6.76,
  "de_lowest_kj_mol": 223.6,
  "multiplicity": 1
}


Record 3
{
  "formula": "C23H21F2N7NiP",
  "method": "the ωB97M-V functional and the def2-TZVPD basis",
  "symbols": ["Ni", "P", "F", "F", "N", "N", "N", "N", "N", "N", "N", "C", "C", "C", "C", "C", "C", "C", "C", "C", "C", "C", "C", "C", "C", "C", "C", "C", "C", "C", "C", "C", "C", "C", "H", "H", "H", "H", "H", "H", "H", "H", "H", "H", "H", "H", "H", "H", "H", "H", "H", "H", "H", "H", "H"],
  "coordinates": [[-0.146415, -0.590971, -0.639543], [-0.991499, 0.813314, 2.240232], [4.007188, 2.550860, -1.050357], [3.324448, -0.523403, -4.490854], [-0.879367, 1.346375, -0.495818], [0.939644, -0.854252, 1.110496], [-3.122442, -0.987965, 2.180905], [-0.139239, -1.828285, -2.342269], [-1.797723, -1.178846, 0.421714], [1.589504, -0.020113, 3.040198], [-1.061617, 3.184033, 0.700579], [2.160880, 1.114159, -0.922003], [-2.012480, -0.524704, 1.561839], [-3.637244, -1.979563, 1.403399], [-1.145420, 4.105864, 1.822749], [2.169975, -1.353834, 1.402139], [2.590642, -0.838645, 2.594456], [-1.044390, 3.557000, -0.615336], [-3.679455, -0.524660, 3.443806], [0.906494, -1.562760, -3.168100], [3.696526, 1.019416, -2.797137], [-0.940896, 2.407028, -1.344154], [-2.813061, -2.087862, 0.322844], [-0.878681, -3.537229, -3.845496], [0.603688, -0.048913, 2.106722], [3.281896, 1.555181, -1.591024], [1.083175, -2.278302, -4.351490], [1.396294, 0.085023, -1.464515], [-0.991339, -2.789162, -2.690913], [0.184564, -3.270672, -4.689241], [-0.951168, 1.831011, 0.734405], [2.925398, 0.002067, -3.315759], [1.780196, -0.486325, -2.683967], [1.634131, 0.747450, 4.274934], [-0.895973, 2.286920, -2.412585], [-4.570759, -1.108483, 3.655156], [4.575879, 1.372201, -3.313500], [-3.951239, 0.526533, 3.374493], [-1.803087, -2.968969, -2.013476], [-1.111651, 4.589115, -0.910435], [-1.203121, 3.537726, 2.747593], [-1.604976, -4.303747, -4.070603], [0.684656, 1.258610, 4.411777], [-0.263168, 4.742706, 1.845039], [-2.039727, 4.718166, 1.727334], [1.916894, -2.055423, -4.993762], [-2.961771, -0.667504, 4.248893], [-2.913205, -2.767294, -0.496326], [-4.528824, -2.512318, 1.680242], [1.799873, 0.077864, 5.116301], [0.314953, -3.830359, -5.605459], [2.679929, -2.035407, 0.743809], [1.902206, 1.586525, 0.019399], [2.435308, 1.482327, 4.224888], [3.495594, -0.981507, 3.157778]],
  "forces_ev_per_a": [[-0.2, -0.4, -0.5], [0.0, 0.0, 0.0], [0.0, 0.0, 0.0], [0.0, 0.0, 0.0], [0.0, -0.1, 0.3], [-0.2, 0.2, 0.1], [0.1, 0.0, 0.0], [0.3, 0.2, -0.1], [-0.3, 0.0, 0.3], [0.1, 0.0, -0.1], [0.1, 0.0, -0.1], [-0.1, -0.1, 0.0], [0.1, 0.0, -0.1], [0.0, -0.1, 0.0], [0.0, 0.0, 0.0], [0.1, 0.0, 0.0], [-0.1, 0.0, 0.0], [-0.1, 0.0, 0.0], [0.0, 0.0, 0.0], [-0.1, -0.1, 0.0], [-0.1, 0.0, 0.1], [0.1, 0.1, -0.1], [0.0, 0.0, 0.0], [0.0, 0.0, 0.0], [0.1, -0.1, 0.0], [0.0, 0.0, 0.0], [0.0, 0.0, 0.1], [0.3, 0.2, 0.0], [0.1, 0.0, -0.1], [0.0, 0.0, 0.0], [-0.1, 0.1, -0.1], [0.0, 0.0, 0.0], [0.0, 0.0, 0.1], [0.0, 0.0, 0.0], [0.0, 0.0, 0.0], [0.0, 0.0, 0.0], [0.0, 0.0, 0.0], [0.0, 0.0, 0.0], [-0.2, 0.0, 0.1], [0.0, 0.0, 0.0], [0.0, 0.0, 0.0], [0.0, 0.0, 0.0], [0.0, 0.0, 0.0], [0.0, 0.0, 0.0], [0.0, 0.0, 0.0], [0.0, 0.0, 0.0], [0.0, 0.0, 0.0], [0.0, -0.1, -0.1], [0.0, 0.0, 0.0], [0.0, 0.0, 0.0], [0.0, 0.0, 0.0], [0.0, 0.0, 0.0], [0.0, 0.0, 0.0], [0.0, 0.0, 0.0], [0.0, 0.0, 0.0]],
  "homo_lumo_gap_ev": 8.47,
  "de_lowest_kj_mol": 26.3,
  "total_charge": 1,
  "multiplicity": 1
}


Record 4
{
  "formula": "C23H21F6N6O2PdSSb",
  "method": "the ωB97M-V functional and the def2-TZVPD basis",
  "symbols": ["Sb", "Pd", "S", "F", "F", "F", "F", "F", "F", "O", "O", "N", "N", "N", "N", "N", "N", "C", "C", "C", "C", "C", "C", "C", "C", "C", "C", "C", "C", "C", "C", "C", "C", "C", "C", "C", "C", "C", "C", "C", "H", "H", "H", "H", "H", "H", "H", "H", "H", "H", "H", "H", "H", "H", "H", "H", "H", "H", "H", "H", "H"],
  "coordinates": [[-0.301800, 5.062678, -0.832007], [1.083896, 1.980482, -0.928292], [1.371810, 2.098434, -3.389994], [-2.071963, 5.636982, -0.711135], [-0.101646, 5.593160, -2.618580], [-0.842434, 3.293987, -1.448480], [1.478427, 4.223409, -0.923056], [-0.372819, 4.299353, 0.909609], [0.465485, 6.626855, -0.160105], [-2.717880, -0.376277, 1.916487], [0.586032, -0.134255, -1.215976], [3.195124, 1.630720, -1.025300], [3.665642, 1.532000, -4.526024], [1.734274, 1.938402, 1.181239], [-1.024956, 0.153016, 0.360592], [3.746475, 1.481237, -2.253868], [-0.815290, -1.858758, -0.790077], [-5.727223, -1.510290, -1.907329], [-2.336101, -5.559204, 1.783790], [3.071208, 1.832140, 1.309699], [5.354313, 1.521822, 0.159599], [2.895143, 2.098946, 3.678177], [-5.665101, -1.955425, -0.591335], [-0.646074, -3.362817, 1.696814], [-1.250190, -5.482629, 2.643992], [-2.591283, -4.535575, 0.888344], [-0.403401, -4.381299, 2.597371], [2.994439, 1.683087, -3.380240], [-1.752457, -3.415197, 0.834975], [-4.557347, -1.320805, -2.634050], [3.682864, 1.901927, 2.548686], [1.529086, 2.215707, 3.533417], [0.984507, 2.127699, 2.257759], [-4.444765, -2.222457, -0.005808], [-3.251527, -2.060890, -0.736130], [-1.933008, -0.341790, 1.070182], [-1.973048, -2.332462, -0.116986], [3.869367, 1.648969, 0.060499], [-0.374262, -0.602927, -0.585706], [-3.330456, -1.580546, -2.056099], [-2.983876, -6.425165, 1.805160], [4.655228, 1.355271, -4.568223], [-6.685769, -1.299433, -2.361664], [4.728508, 1.263296, -2.328978], [0.442842, -4.320065, 3.268279], [0.881391, 2.381735, 4.381828], [3.174867, 1.689204, -5.390023], [4.754325, 1.812148, 2.645486], [3.355597, 2.165221, 4.654361], [-2.425294, -1.433982, -2.629924], [5.619828, 0.613898, 0.702911], [-4.605355, -0.968943, -3.655610], [5.759744, 2.371897, 0.708041], [-1.058735, -6.282574, 3.346379], [-6.573955, -2.078325, -0.018181], [-3.426393, -4.613078, 0.205790], [-0.077423, 2.226708, 2.085748], [0.014874, -2.503792, 1.666814], [5.854482, 1.496293, -0.804697], [-0.229683, -2.471615, -1.339518], [-4.398265, -2.526103, 1.031352]],
  "forces_ev_per_a": [[0.0, -0.1, 0.1], [0.0, 0.4, -0.7], [0.0, 0.0, 0.0], [0.1, -0.1, -0.1], [0.0, -0.1, 0.2], [0.0, 0.0, 0.2], [-0.1, 0.1, 0.1], [0.0, 0.1, -0.2], [0.0, -0.1, -0.1], [0.0, -0.3, -0.1], [-0.1, -0.3, 0.2], [0.0, 0.0, 0.2], [0.0, 0.0, 0.0], [0.1, 0.0, 0.1], [0.0, -0.3, -0.2], [0.0, 0.0, -0.1], [0.0, 0.2, 0.3], [0.0, 0.0, 0.0], [0.0, 0.0, 0.0], [0.0, 0.0, 0.0], [0.0, 0.0, 0.0], [0.0, 0.0, 0.0], [0.0, 0.0, 0.0], [0.0, 0.0, 0.0], [0.0, 0.0, 0.0], [0.0, 0.0, 0.0], [0.0, 0.0, 0.0], [0.0, 0.0, 0.0], [0.1, 0.0, 0.1], [0.0, 0.0, 0.0], [0.0, 0.0, 0.0], [0.0, 0.0, 0.0], [0.0, 0.0, 0.0], [0.0, 0.0, 0.0], [0.0, 0.2, 0.1], [-0.2, 0.8, 0.6], [-0.1, -0.7, -0.5], [0.0, 0.0, -0.1], [0.2, 0.2, -0.3], [0.0, 0.0, 0.0], [0.0, 0.0, 0.0], [0.0, 0.0, 0.0], [0.0, 0.0, 0.0], [0.0, 0.0, 0.0], [0.0, 0.0, 0.0], [0.0, 0.0, 0.0], [0.0, 0.0, 0.0], [0.0, 0.0, 0.0], [0.0, 0.0, 0.0], [0.0, 0.0, 0.0], [0.0, 0.0, 0.0], [0.0, 0.0, 0.0], [0.0, 0.0, 0.0], [0.0, 0.0, 0.0], [0.0, 0.0, 0.0], [0.0, 0.0, 0.0], [0.0, 0.0, 0.0], [0.0, 0.0, 0.0], [0.0, 0.0, 0.0], [0.0, 0.0, 0.0], [0.0, 0.0, 0.0]],
  "homo_lumo_gap_ev": [6.56, 7.42],
  "de_lowest_kj_mol": 0.0,
  "s2": 3.784,
  "total_charge": 1,
  "multiplicity": 4
}